(1)
ORCA calculation (ωB97M-V/def2-TZVPD) on 2 unconnected molecules or ions with the total composition C2FI2O2.

Each line ends with the Mulliken charge.
Cartesian coordinates (Å):
C1 -1.46 -0.01 -0.54  0.821
C2 0.67 0.10 0.34  -0.348
O1 -2.11 -0.22 0.43  -0.467
O2 -1.22 0.15 -1.68  -0.442
F1 0.58 -0.14 1.74  -0.203
I1 1.65 -1.80 -0.48  -0.208
I2 1.90 1.92 0.19  -0.152

Properties
relative energy (zero: lowest compared OMol25 entry of this formula, charge and spin)	50.8	kJ/mol
lowest unoccupied orbital energy	0.1081	hartree
charge	-1


(2)
ORCA calculation (ωB97M-V/def2-TZVPD) on C4H8OS in the gas phase.

Each line ends with the Mulliken charge.
Cartesian coordinates (Å):
C1 -1.00 -1.06 0.77  -1.227
C2 -0.31 -0.72 -0.54  0.220
C3 1.03 -0.01 -0.19  0.283
C4 0.93 1.46 0.29  -1.061
H1 -2.02 -1.57 0.74  0.304
H2 -0.39 -1.59 1.49  0.352
H3 -1.21 -0.08 1.27  0.278
H4 -0.04 -1.59 -1.11  0.392
H5 -1.00 0.21 -2.20  0.315
H6 1.88 1.83 0.66  0.376
H7 0.72 2.06 -0.58  0.270
H8 0.25 1.63 1.10  0.320
O1 -1.23 0.18 -1.26  -0.561
S1 2.39 -0.77 -0.43  -0.262

Properties
relative energy (zero: lowest compared OMol25 entry of this formula, charge and spin)	90.7	kJ/mol
lowest unoccupied orbital energy	0.0007	hartree
charge	0


(3)
ORCA calculation (ωB97M-V/def2-TZVPD) on C6H13NO in the gas phase.

Each line ends with the Mulliken charge.
Cartesian coordinates (Å):
O1 0.85 -2.20 -3.25  -0.491
C1 0.73 -1.55 -2.24  0.013
C2 -0.49 -0.72 -1.95  -0.590
C3 -1.08 -0.81 -0.53  -0.567
C4 -0.04 -0.84 0.62  -0.721
C5 0.82 0.41 0.70  -0.376
C6 0.07 1.70 1.04  -0.637
N1 -0.08 1.97 2.47  -0.580
H1 1.54 -1.55 -1.50  0.335
H2 -0.29 0.33 -2.20  0.311
H3 -1.25 -1.01 -2.69  0.367
H4 -1.78 -1.64 -0.44  0.377
H5 -1.67 0.09 -0.39  0.260
H6 -0.64 -1.00 1.52  0.344
H7 0.59 -1.73 0.49  0.331
H8 1.33 0.54 -0.27  0.236
H9 1.62 0.30 1.43  0.359
H10 -0.95 1.68 0.65  0.265
H11 0.57 2.58 0.62  0.337
H12 -0.64 1.29 2.96  0.204
H13 0.78 2.17 2.95  0.223

Properties
relative energy (zero: lowest compared OMol25 entry of this formula, charge and spin)	128.2	kJ/mol
lowest unoccupied orbital energy	0.0344	hartree
charge	0


(4)
ORCA calculation (ωB97M-V/def2-TZVPD) on 2 unconnected molecules or ions with the total composition C11H12OSe.

Each line ends with the Mulliken charge.
Cartesian coordinates (Å):
C1 -3.17 -1.42 0.10  -0.382
C2 -2.93 -0.43 1.06  -0.700
C3 -2.60 -1.33 -1.17  -0.494
C4 -2.23 0.71 0.72  -0.173
C5 -1.88 -0.24 -1.48  -0.072
C6 -1.68 0.81 -0.60  -0.242
C7 1.02 -0.19 0.82  0.703
C8 2.04 -0.95 0.03  -0.500
C9 2.97 0.14 -0.61  -0.712
C10 2.83 1.38 0.36  -0.722
C11 1.46 1.20 0.88  -0.779
O1 0.03 -0.67 1.30  -0.554
Se1 -0.49 2.26 -0.78  0.023
H1 -3.76 -2.21 0.34  0.473
H2 -3.30 -0.64 1.98  0.547
H3 -2.60 -2.25 -1.76  0.325
H4 -2.24 1.62 1.29  0.360
H5 -1.65 -0.01 -2.55  0.321
H6 2.54 -1.76 0.67  0.263
H7 1.56 -1.49 -0.78  0.258
H8 3.91 -0.15 -0.77  0.474
H9 2.62 0.44 -1.70  0.247
H10 3.48 1.01 1.13  0.304
H11 2.99 2.26 -0.09  0.441
H12 1.10 1.92 1.59  0.593

Properties
relative energy (zero: lowest compared OMol25 entry of this formula, charge and spin)	184.3	kJ/mol
lowest unoccupied orbital energy	-0.0546	hartree
charge	0


(5)
ORCA calculation (ωB97M-V/def2-TZVPD) on a molecular structure, C31H51BrN2OP2Ru.

Each line ends with the Mulliken spin population.
Cartesian coordinates (Å):
N1 5.64 2.83 -3.54  0.005
C1 5.53 1.68 -2.85  0.001
C2 4.40 1.39 -2.07  0.029
C3 3.30 2.26 -2.12  0.021
C4 3.44 3.48 -2.79  0.017
C5 4.64 3.70 -3.51  0.002
C6 1.98 1.70 -1.67  -0.026
Ru1 0.02 1.90 -1.42  2.090
P1 -4.20 0.01 -1.29  0.595
C7 1.24 1.03 -2.73  -0.135
C8 0.50 -0.19 -2.46  0.255
C9 -0.25 -0.71 -3.58  0.066
C10 -0.30 -2.08 -3.80  0.019
C11 -0.15 -2.93 -2.69  0.197
C12 0.43 -2.43 -1.52  0.104
C13 0.81 -1.09 -1.41  -0.101
Br1 -0.73 -4.67 -2.76  0.216
H1 2.02 1.24 -0.66  0.034
H2 1.47 1.29 -3.78  0.022
H3 4.38 0.47 -1.48  -0.002
H4 2.65 4.23 -2.78  0.000
H5 6.37 0.98 -2.91  0.000
H6 4.78 4.64 -4.07  0.001
H7 -0.62 0.05 -4.26  -0.001
H8 1.41 -0.75 -0.58  0.006
H9 -0.56 -2.50 -4.76  0.003
H10 0.67 -3.09 -0.69  0.027
P2 0.27 2.12 0.75  -0.032
C14 -3.23 -1.12 -2.32  0.092
C15 -4.14 -2.09 -3.09  0.056
H11 -2.53 -1.66 -1.67  0.006
H12 -2.62 -0.52 -3.01  -0.015
H13 -3.56 -2.92 -3.50  0.000
H14 -4.91 -2.51 -2.44  -0.005
H15 -4.65 -1.58 -3.92  -0.002
C16 -3.84 1.75 -1.67  0.119
C17 -5.15 2.49 -2.00  0.037
H16 -3.15 1.75 -2.53  -0.011
H17 -3.31 2.20 -0.82  0.012
H18 -4.94 3.44 -2.51  0.000
H19 -5.79 1.88 -2.65  0.000
H20 -5.72 2.70 -1.08  -0.001
C18 -3.77 -0.39 0.44  0.061
C19 -4.76 -1.40 1.06  0.043
H21 -3.76 0.54 1.02  -0.007
H22 -2.75 -0.80 0.44  0.034
H23 -4.69 -1.37 2.16  0.002
H24 -5.79 -1.15 0.79  -0.010
H25 -4.56 -2.42 0.74  -0.003
C20 -0.64 1.33 2.13  0.001
C21 -0.68 2.09 3.45  0.000
H26 -0.14 0.36 2.27  0.000
H27 -1.66 1.12 1.77  -0.001
H28 0.27 2.03 3.99  0.000
H29 -0.94 3.15 3.33  0.000
H30 -1.45 1.63 4.09  0.001
C22 -0.90 3.46 0.20  0.042
C23 -0.50 4.41 -0.92  0.080
H31 -0.84 4.02 1.17  0.020
H32 -1.92 3.07 0.13  0.006
H33 0.09 5.26 -0.55  0.002
H34 0.10 3.94 -1.74  0.000
H35 -1.43 4.78 -1.37  0.004
C24 1.64 3.06 1.53  0.018
C25 2.68 2.13 2.14  -0.005
H36 1.18 3.73 2.27  0.004
H37 2.10 3.68 0.75  -0.002
H38 3.56 2.09 1.49  0.000
H39 3.00 2.52 3.12  0.001
H40 2.32 1.09 2.27  0.006
O1 1.22 -1.25 1.74  0.004
C26 1.19 -2.16 2.59  0.000
C27 0.43 -3.45 2.41  0.000
C28 1.36 -4.62 2.07  0.000
C29 2.02 -5.24 3.29  0.000
C30 2.88 -4.27 4.11  0.000
C31 2.13 -3.09 4.72  0.000
N2 1.86 -2.02 3.75  0.002
H41 -0.12 -3.67 3.34  0.000
H42 -0.30 -3.30 1.61  0.000
H43 0.77 -5.40 1.55  0.000
H44 2.12 -4.30 1.34  0.000
H45 1.24 -5.66 3.94  0.000
H46 2.66 -6.06 2.97  0.000
H47 3.33 -4.83 4.95  0.000
H48 3.71 -3.89 3.50  0.000
H49 1.18 -3.43 5.16  0.000
H50 2.73 -2.65 5.52  0.000
H51 2.23 -1.10 3.94  0.000

Properties
relative energy (zero: lowest compared OMol25 entry of this formula, charge and spin)	576.7	kJ/mol
spin multiplicity	5
lowest unoccupied orbital energy (spin up / spin down)	-0.5263 / -0.5743	hartree
expectation value of S²	6.09
charge	+4


(6)
ORCA calculation (ωB97M-V/def2-TZVPD) on a molecular structure, C16H7Br4CoN3O2SSe3Te.

Each line ends with the Mulliken charge.
Cartesian coordinates (Å):
Co1 -0.22 0.05 -0.10  -0.213
Se1 3.82 -0.14 1.94  -0.574
Se2 3.82 0.19 -0.39  -0.304
Te1 1.77 1.65 -0.74  0.135
Se3 0.40 0.51 -2.43  -0.487
Br1 -6.90 -1.08 0.36  -0.206
C1 -5.21 -0.24 0.22  0.244
C2 -5.10 1.15 0.28  0.139
Br2 -6.64 2.22 0.50  -0.205
C3 -3.84 1.75 0.17  -0.143
Br3 -3.60 3.62 0.25  -0.152
C4 -2.69 0.99 0.01  0.528
O1 -1.48 1.48 -0.10  -0.557
C5 -2.81 -0.43 -0.05  0.532
O2 -1.69 -1.10 -0.20  -0.600
C6 -4.06 -1.02 0.05  -0.274
Br4 -4.11 -2.90 -0.03  -0.154
N1 0.63 -1.09 3.66  0.118
C7 -0.02 0.04 4.12  0.426
C8 -0.25 0.53 5.40  -1.135
C9 -0.96 1.72 5.49  -0.398
C10 -1.42 2.39 4.34  -0.701
C11 -1.18 1.90 3.07  -0.648
C12 -0.48 0.71 2.97  0.662
N2 -0.08 -0.02 1.87  0.497
C13 0.58 -1.06 2.31  0.049
C14 1.13 -1.98 1.35  -0.724
C15 1.80 -3.15 1.49  0.178
S1 2.30 -3.70 -0.05  -0.192
C16 1.51 -2.38 -0.79  -0.211
N3 0.96 -1.56 0.05  0.761
H1 1.19 -1.72 4.20  0.268
H2 0.10 0.02 6.28  0.391
H3 -1.17 2.14 6.46  0.379
H4 -1.97 3.31 4.46  0.424
H5 -1.52 2.42 2.19  0.409
H6 2.09 -3.65 2.39  0.388
H7 1.50 -2.22 -1.85  0.349

Properties
lowest unoccupied orbital energy (spin up / spin down)	0.0694 / 0.0712	hartree
charge	-1


| no. | total energy (Ha) |
| --- | --- |
| 1 | -921.99374 |
| 2 | -630.60038 |
| 3 | -366.38506 |
| 4 | -2902.89794 |
| 5 | -4746.41440 |
| 6 | -20478.20413 |